# 1
{
  "formula": "C2H2I2P",
  "method": "the ωB97M-V functional and the def2-TZVPD basis",
  "largest_force_ev_per_a": 3.95,
  "homo_ev": -13.38,
  "total_charge": 1,
  "e_tot_ev": -27585.811,
  "e_above_lowest_ev": 1.718,
  "molar_mass_g_mol": 310.820,
  "lumo_ha": -0.294,
  "species": ["C", "C", "P", "I", "I", "H", "H"],
  "coordinates": [[0.313, 0.360, 1.081], [-0.568, 1.146, 0.728], [-0.250, -3.744, -1.069], [2.057, -3.050, -1.372], [-1.770, -3.162, -2.717], [1.164, -0.296, 1.242], [-1.099, 2.000, 0.396]]
}

***

# 2
{
  "formula": "C4H5NO",
  "method": "the ωB97M-V functional and the def2-TZVPD basis",
  "largest_force_ev_per_a": 0.88,
  "homo_ev": -7.74,
  "e_tot_ev": -7761.529,
  "e_above_lowest_ev": 4.998,
  "molar_mass_g_mol": 83.090,
  "lumo_ha": 0.023,
  "species": ["C", "C", "C", "C", "O", "N", "H", "H", "H", "H", "H"],
  "coordinates": [[-0.091, 1.071, -0.142], [-0.721, -0.221, -0.061], [0.254, -1.194, 0.023], [1.497, 0.000, -0.010], [-2.039, -0.519, -0.108], [1.564, -1.037, -0.719], [-2.552, 0.274, 0.083], [0.148, -2.175, 0.463], [-0.405, 1.745, -0.944], [0.096, 1.588, 0.794], [2.249, 0.469, 0.623]]
}